(1)
66
Properties=species:S:1:pos:R:3:forces:R:3 method="wB97M-V/def2-TZVPD" smiles=CC(C)O.CC(C)O.CO.CO.CO.CO.CO.CO.CO de_lowest_kcal_mol=83.5 orbital_gap_ev=10.366
C 7.627028 -25.436841 -1.376965 1.5 0.4 0.7
C 6.499777 -26.285330 -1.875855 -1.2 -0.2 -0.2
C 5.100526 -25.713751 -1.591196 0.4 0.1 1.3
O 6.680326 -26.511407 -3.268221 0.4 0.1 -0.2
H 7.673334 -24.391383 -1.689993 -0.5 0.0 -0.2
H 8.609992 -25.844822 -1.638135 -0.2 -0.3 -0.5
H 7.720060 -25.443130 -0.286086 -0.6 0.0 0.0
H 6.525759 -27.233655 -1.324216 0.2 -0.1 -0.1
H 4.862070 -24.766956 -2.073503 0.2 -0.1 -0.3
H 5.098089 -25.534584 -0.506510 -0.1 0.2 -0.1
H 4.284837 -26.428421 -1.708573 0.1 -0.1 -0.5
H 5.964040 -27.052493 -3.608720 -0.1 0.0 0.1
C 10.962968 -22.035532 0.232831 -0.7 -0.2 -0.5
C 10.509484 -23.449242 0.626908 1.0 0.0 0.6
C 11.643311 -24.157595 1.365677 -0.2 -0.6 -0.6
O 9.403153 -23.436098 1.533187 0.0 0.3 -0.3
H 12.017362 -22.033523 -0.034340 0.0 0.1 -0.1
H 10.799653 -21.297687 1.019469 0.1 -0.2 0.2
H 10.371283 -21.706098 -0.626321 0.2 0.1 0.0
H 10.218391 -24.048875 -0.243308 0.1 0.2 -0.1
H 11.821310 -23.680999 2.329753 0.1 -0.1 0.1
H 12.573847 -24.160981 0.800252 -0.1 0.3 0.0
H 11.434292 -25.227998 1.450383 -0.2 0.1 0.5
H 8.711690 -22.890118 1.127932 0.0 0.0 0.1
C 15.045407 -23.339035 0.330892 1.9 -0.3 -0.7
O 15.488530 -22.020556 0.623443 -0.7 0.3 0.3
H 15.823851 -23.778224 -0.316586 -0.4 -0.2 -0.1
H 15.000558 -24.024974 1.180259 -0.6 0.3 0.2
H 14.140756 -23.280720 -0.263636 -0.2 0.0 0.3
H 16.223022 -22.039594 1.239037 0.0 -0.2 0.0
C 14.018511 -28.069206 1.809998 0.9 0.0 0.4
O 13.552536 -26.741652 1.933264 0.1 0.2 -0.2
H 14.950748 -28.091774 1.237211 -0.3 0.3 -0.4
H 14.382931 -28.445760 2.772269 -0.6 -0.3 0.1
H 13.286897 -28.716158 1.327745 0.0 -0.2 0.2
H 13.128332 -26.628585 2.790658 0.0 0.0 0.0
C 6.241460 -22.877404 0.780505 -2.2 0.0 -0.1
O 7.233633 -22.135308 0.098929 0.4 -0.3 0.6
H 6.533952 -23.477271 1.639648 1.0 0.1 -0.3
H 5.448504 -22.245649 1.206954 0.3 0.4 -0.1
H 5.691311 -23.518940 0.086404 0.3 -0.2 0.0
H 6.784445 -21.520379 -0.483935 0.1 0.1 0.0
C 9.945448 -22.825691 5.003486 -0.2 0.0 -0.2
O 9.666520 -24.001155 4.254648 0.4 -0.3 -0.1
H 11.017859 -22.618800 5.083565 0.0 0.0 -0.1
H 9.420760 -21.993847 4.520419 0.2 0.2 0.3
H 9.564908 -22.953905 6.015959 -0.1 -0.1 -0.1
H 9.913205 -23.825968 3.327546 -0.5 0.1 0.2
C 11.140047 -27.591973 3.911859 -0.5 -0.6 -1.6
O 11.350609 -26.308954 4.430809 0.0 -0.3 0.3
H 11.134459 -27.543171 2.809163 0.4 -0.1 0.0
H 11.919790 -28.292623 4.202433 0.2 0.3 0.2
H 10.182797 -28.105428 4.079376 -0.1 0.5 0.9
H 10.631420 -25.720758 4.147763 0.1 0.2 0.4
C 9.168380 -18.526565 -1.833648 0.2 0.1 0.9
O 10.124859 -17.908786 -2.670767 -0.4 -0.1 -0.8
H 8.378227 -19.071237 -2.348634 0.3 0.1 -0.7
H 9.667553 -19.253781 -1.189052 -0.2 0.0 0.2
H 8.657687 -17.769265 -1.233147 0.0 -0.1 0.2
H 10.934182 -17.761997 -2.180404 0.0 0.0 0.2
C 7.689723 -26.259758 2.278580 1.5 -1.6 0.8
O 7.658055 -27.463248 1.485999 -0.6 0.5 -0.7
H 8.488860 -25.568444 1.998928 -0.4 0.2 -0.5
H 6.705463 -25.807612 2.294589 0.0 0.0 0.0
H 8.009537 -26.645488 3.258135 -0.6 0.8 0.4
H 8.545021 -27.816798 1.398474 0.1 0.1 0.1

(2)
72
Properties=species:S:1:pos:R:3:forces:R:3 method="wB97M-V/def2-TZVPD" smiles=CCO.CCO.CO.CO.CO.CO.CO.CO.CO.CO.CO de_lowest_kcal_mol=24.5 orbital_gap_ev=10.150
C -4.908278 -19.071262 12.897669 1.1 1.0 0.4
C -3.937866 -18.608257 14.021204 -0.1 -1.2 -0.2
O -2.605598 -19.016522 13.691871 -0.5 0.2 -0.9
H -5.923407 -18.743494 13.121704 -0.1 -0.4 0.2
H -4.795836 -20.144186 12.741831 -0.3 0.1 0.1
H -4.650265 -18.559359 11.970587 0.1 -0.1 -0.1
H -4.215895 -19.155037 14.922227 -0.2 0.2 0.3
H -4.013939 -17.541312 14.230808 0.0 0.1 -0.2
H -1.986342 -18.888775 14.414219 -0.1 0.0 0.4
C -7.202523 -19.141357 21.262084 -0.2 0.2 -0.2
C -7.764098 -18.143067 20.244039 0.7 0.8 0.9
O -7.596221 -16.816928 20.803066 -0.2 -1.2 0.6
H -6.158524 -18.904533 21.467190 0.0 -0.2 0.0
H -7.321509 -20.175102 20.937567 0.3 0.0 -0.3
H -7.761192 -19.109673 22.197493 0.0 0.4 0.0
H -8.812149 -18.400148 20.090389 -0.3 0.3 -0.2
H -7.230226 -18.175411 19.294284 0.0 -0.3 -0.1
H -7.453931 -16.135604 20.141888 -0.4 0.0 -0.5
C -6.179289 -14.898523 18.324894 -0.1 0.5 0.3
O -7.494622 -14.833287 18.865337 -0.4 -0.2 0.0
H -5.606807 -14.047065 18.692852 0.2 0.0 -0.1
H -5.757503 -15.806415 18.756080 0.2 0.0 -0.5
H -6.155954 -14.879298 17.235319 0.1 -0.3 0.1
H -8.075242 -14.230042 18.395671 0.2 0.0 -0.1
C -0.062872 -18.942598 16.865356 0.7 -0.9 0.0
O -0.630666 -19.693984 15.783125 -0.2 0.5 0.1
H -0.746766 -18.992249 17.712655 -0.1 0.4 -0.1
H 0.869500 -19.405346 17.188850 0.0 -0.2 0.1
H 0.247497 -17.935762 16.585982 -0.6 0.2 -0.1
H -0.003582 -20.347962 15.465848 0.0 0.1 0.0
C -2.409357 -15.361038 16.760960 -0.8 -0.3 0.0
O -3.723751 -15.619485 16.292449 0.1 1.0 -0.5
H -2.173865 -14.339010 16.464154 0.2 -0.1 0.0
H -2.379318 -15.423267 17.848770 0.2 0.0 0.2
H -1.693884 -16.073717 16.350726 0.2 0.1 -0.1
H -4.008970 -16.531674 16.382824 0.1 -0.3 0.3
C -3.495218 -22.144412 15.029828 0.8 1.1 -1.9
O -4.193654 -23.026325 15.815781 -0.7 -1.1 1.2
H -2.988923 -21.363381 15.597049 -0.4 0.0 0.3
H -2.708546 -22.596463 14.425759 0.2 -0.5 0.1
H -4.162589 -21.713574 14.283444 0.0 0.6 0.1
H -4.898463 -23.434283 15.307434 0.1 -0.1 0.1
C -2.270384 -22.038209 18.566381 -0.6 -0.1 0.1
O -3.344846 -22.983377 18.486065 0.9 0.2 1.1
H -1.687784 -22.164954 19.478855 -0.3 -0.6 0.2
H -1.538267 -22.105393 17.761645 -0.2 0.0 -0.4
H -2.650089 -21.022370 18.675892 -0.1 0.2 -0.4
H -3.785757 -23.018208 17.634019 0.3 0.4 -0.5
C -7.043784 -20.493521 16.306693 0.0 -0.2 -0.4
O -7.039547 -20.036310 17.638861 0.4 0.4 0.3
H -6.288577 -19.950060 15.738877 0.0 0.2 0.0
H -6.738066 -21.537396 16.236239 -0.3 -0.2 0.1
H -8.014311 -20.310436 15.845552 0.0 -0.2 -0.2
H -7.868849 -20.249179 18.073081 0.0 -0.1 0.0
C -8.168092 -16.676806 15.722642 0.5 0.4 -0.6
O -9.219184 -16.089521 14.981351 -1.0 -0.1 0.4
H -7.405883 -15.907111 15.843925 0.4 -0.4 0.2
H -8.467970 -17.019201 16.713068 -0.5 0.2 -0.2
H -7.784229 -17.530589 15.164248 0.4 -0.1 0.1
H -8.878013 -15.658664 14.194221 0.2 -0.1 0.1
C -3.929063 -18.569090 17.948569 0.4 -0.1 0.5
O -4.831993 -17.914625 17.098887 -0.4 0.1 -0.3
H -3.093543 -17.885141 18.097625 0.1 0.0 0.0
H -4.359746 -18.777937 18.927852 -0.1 -0.1 0.0
H -3.541706 -19.495266 17.524005 0.0 -0.1 -0.1
H -5.646356 -18.419683 17.041231 -0.2 -0.1 0.2
C -3.105664 -17.024510 21.250896 -0.6 0.0 1.0
O -2.795847 -16.922201 22.633798 0.7 0.4 0.4
H -3.166703 -18.096555 21.063537 0.0 0.1 -0.9
H -4.059647 -16.513048 21.122751 -0.2 -0.3 -0.6
H -2.366120 -16.491185 20.653628 0.2 -0.3 0.2
H -3.513142 -17.324251 23.129224 0.0 0.0 0.0

Quick rundown of LUMO level, same order as above: 0.3760, 0.3448 eV
Quick rundown of E_tot, same order as above: -32618.2119, -36777.0953 eV